Computed, not measured: a cluster of 9 separate species, C84H87N2O3PS2 in total, with the ωB97M-V functional and the def2-TZVPD basis.

Net charge ... 0
Spin multiplicity ... 1
LUMO level ... -1.309 eV
Total energy ... -128580.618 eV
SMILES string ... [H]/N=C(\C)Cc1c2c(cc(C[C@H]3CO3)c1P(CC)CC)C(=O)C(CCCSC(=S)N(c1ccccc1)c1ccccc1)=CC2=O.c1ccccc1.c1ccccc1.c1ccccc1.c1ccccc1.c1ccccc1.c1ccccc1.c1ccccc1.c1ccccc1
HOMO level ... -7.89 eV
HOMO-LUMO gap ... 6.6 eV

XYZ file:
```
179
Properties=species:S:1:pos:R:3:mulliken_charge:R:1
C 5.525 2.425 3.160 -0.78
C 6.670 3.256 2.328 -0.59
P 5.997 4.294 0.903 -0.15
C 5.043 5.685 1.838 -0.65
C 3.648 5.177 2.459 -0.82
C 4.879 3.365 -0.280 1.37
C 4.886 1.796 -0.484 0.23
C 5.909 0.849 0.285 -0.56
C 6.424 -0.368 -0.823 -0.09
C 6.974 0.236 -2.286 -0.14
O 7.903 -0.374 -1.137 -0.48
C 3.896 1.061 -1.459 -0.91
C 2.868 1.854 -2.287 0.07
C 2.860 3.429 -2.165 0.84
C 3.843 4.158 -1.183 -1.05
C 3.727 5.767 -1.183 -1.04
C 2.492 6.344 -0.366 0.41
C 0.985 5.821 -0.410 -0.78
N 2.730 7.404 0.409 -0.72
C 1.785 4.150 -3.081 -0.01
O 1.927 5.221 -3.719 -0.67
C 0.382 3.359 -3.235 -0.76
C 0.375 1.927 -3.323 0.66
C -1.027 1.168 -3.425 0.35
C -1.004 -0.324 -2.799 -0.80
C -2.337 -0.681 -1.956 -0.24
S -1.820 -0.649 -0.138 -0.25
C -3.120 0.223 0.865 -0.16
S -4.025 -0.711 1.922 0.00
N -3.237 1.685 0.682 0.49
C -3.672 2.377 1.918 -0.04
C -2.523 2.967 2.813 -0.52
C -2.894 3.710 4.120 -0.46
C -4.386 3.823 4.513 -0.46
C -5.521 3.229 3.625 -0.48
C -5.186 2.496 2.304 0.15
C -4.071 2.040 -0.488 0.14
C -3.596 3.237 -1.361 -0.62
C -4.341 3.698 -2.642 -0.31
C -5.648 2.961 -3.093 -0.48
C -6.145 1.769 -2.206 -0.65
C -5.374 1.317 -0.915 0.04
C 1.794 1.152 -3.269 0.06
O 2.050 0.128 -3.953 -0.57
H 5.424 2.802 4.234 0.27
H 4.517 2.530 2.607 0.18
H 5.815 1.308 3.103 0.20
H 7.088 4.011 3.102 0.49
H 7.570 2.592 2.058 0.53
H 4.985 6.654 1.245 0.48
H 5.729 5.913 2.745 0.45
H 2.997 6.102 2.630 0.33
H 3.057 4.506 1.723 0.03
H 3.851 4.676 3.462 0.31
H 6.938 1.326 0.483 0.02
H 5.479 0.294 1.182 0.35
H 5.807 -1.396 -0.844 0.38
H 7.089 1.358 -2.425 -0.13
H 7.230 -0.567 -3.064 0.34
H 3.878 -0.082 -1.585 0.21
H 3.644 6.200 -2.254 0.58
H 4.756 6.143 -0.812 0.52
H 0.569 6.117 -1.452 0.17
H 0.296 6.356 0.343 0.46
H 0.860 4.689 -0.335 0.11
H 1.846 7.684 0.879 0.27
H -0.604 3.933 -3.266 0.38
H -1.309 1.104 -4.528 0.35
H -1.824 1.752 -2.832 -0.46
H -0.954 -1.058 -3.691 0.24
H -0.100 -0.493 -2.116 0.36
H -3.209 0.031 -2.166 0.15
H -2.723 -1.742 -2.157 0.44
H -1.443 2.841 2.474 0.37
H -2.055 4.160 4.754 0.32
H -4.651 4.374 5.471 0.32
H -6.612 3.309 3.935 0.32
H -6.001 2.036 1.637 0.29
H -2.649 3.811 -1.077 0.36
H -3.921 4.569 -3.247 0.33
H -6.180 3.278 -4.051 0.34
H -7.095 1.238 -2.542 0.31
H -5.771 0.439 -0.296 0.30
C 8.976 3.093 -3.817 -0.39
C 7.698 3.641 -3.774 -0.25
C 7.205 4.346 -4.868 -0.68
C 7.987 4.495 -6.009 -0.41
C 9.264 3.943 -6.054 -0.60
C 9.760 3.246 -4.956 -0.56
H 9.361 2.546 -2.962 0.47
H 7.084 3.520 -2.886 0.43
H 6.211 4.779 -4.831 0.64
H 7.601 5.041 -6.864 0.45
H 9.873 4.058 -6.945 0.39
H 10.758 2.821 -4.990 0.58
C -4.700 -6.121 4.388 -0.54
C -4.086 -5.005 3.828 -0.79
C -4.823 -3.846 3.600 0.21
C -6.172 -3.800 3.941 -0.10
C -6.784 -4.916 4.504 -0.54
C -6.051 -6.077 4.724 -0.94
H -4.127 -7.026 4.563 0.55
H -3.033 -5.038 3.568 0.38
H -4.346 -2.978 3.157 -0.01
H -6.745 -2.895 3.768 0.51
H -7.836 -4.879 4.772 0.49
H -6.530 -6.948 5.158 0.87
C -6.910 -7.882 2.085 -0.30
C -8.288 -8.047 1.984 -0.50
C -8.818 -9.286 1.637 -0.39
C -7.970 -10.363 1.400 -0.46
C -6.592 -10.200 1.505 -0.43
C -6.062 -8.958 1.843 -0.42
H -6.497 -6.916 2.352 0.54
H -8.950 -7.208 2.176 0.38
H -9.892 -9.412 1.552 0.38
H -8.383 -11.331 1.134 0.39
H -5.931 -11.040 1.321 0.42
H -4.987 -8.830 1.919 0.38
C -7.992 -0.600 6.793 -0.42
C -9.273 -0.058 6.815 -0.40
C -9.758 0.631 5.708 -0.35
C -8.964 0.769 4.573 -0.46
C -7.684 0.224 4.549 -0.20
C -7.196 -0.457 5.660 -0.53
H -7.613 -1.134 7.658 0.40
H -9.895 -0.172 7.697 0.37
H -10.755 1.059 5.728 0.36
H -9.344 1.302 3.707 0.39
H -7.065 0.331 3.663 0.42
H -6.196 -0.877 5.643 0.44
C 2.821 5.156 -9.180 -0.34
C 2.340 5.526 -7.928 -0.63
C 2.961 5.052 -6.776 -0.15
C 4.068 4.216 -6.876 -0.48
C 4.552 3.849 -8.128 -0.53
C 3.927 4.315 -9.280 -0.44
H 2.336 5.523 -10.079 0.36
H 1.480 6.184 -7.850 0.39
H 2.583 5.335 -5.799 0.48
H 4.553 3.852 -5.977 0.59
H 5.417 3.198 -8.205 0.42
H 4.301 4.024 -10.256 0.36
C -5.539 -7.872 10.447 -0.40
C -6.816 -7.320 10.468 -0.34
C -7.296 -6.634 9.356 -0.56
C -6.503 -6.509 8.219 -0.01
C -5.228 -7.065 8.197 -0.22
C -4.743 -7.743 9.312 -0.45
H -5.163 -8.404 11.315 0.35
H -7.436 -7.423 11.352 0.35
H -8.289 -6.197 9.376 0.36
H -6.879 -5.979 7.351 0.29
H -4.610 -6.969 7.310 0.27
H -3.747 -8.171 9.296 0.37
C -4.898 -12.246 -3.324 -0.36
C -3.618 -12.366 -2.791 -0.34
C -3.180 -11.466 -1.823 -0.42
C -4.025 -10.453 -1.382 -0.34
C -5.306 -10.336 -1.912 -0.30
C -5.741 -11.229 -2.886 -0.43
H -5.238 -12.945 -4.080 0.35
H -2.961 -13.160 -3.130 0.35
H -2.179 -11.556 -1.413 0.36
H -3.685 -9.754 -0.624 0.36
H -5.966 -9.546 -1.566 0.41
H -6.738 -11.134 -3.303 0.37
C 13.630 4.279 -3.545 -0.38
C 12.871 5.099 -4.373 -0.16
C 13.485 6.111 -5.104 -0.54
C 14.862 6.297 -5.015 -0.33
C 15.622 5.474 -4.189 -0.40
C 15.006 4.468 -3.451 -0.39
H 13.150 3.492 -2.972 0.38
H 11.799 4.950 -4.448 0.40
H 12.892 6.755 -5.745 0.36
H 15.341 7.082 -5.589 0.36
H 16.695 5.618 -4.120 0.35
H 15.598 3.830 -2.803 0.35
```